The following is a DFT calculation (ωB97M-V/def2-TZVPD) of an isolated ion of composition CHClN4OP and charge -1 at a distorted geometry.

As for the net charge: -1. As for the energy above the lowest of the compared OMol25 structures with the same formula, charge and spin: 10.0 kcal per mole. The calculation puts the electronic energy at -1134.592704 hartree. Its gap between HOMO and LUMO is 8.66 eV.

Last column: Löwdin charge in e.
CARTESIAN COORDINATES (ANGSTROEM)
1 C -0.052 0.472 0.094  -0.60
2 N -1.779 1.641 -0.100  -0.17
3 N -0.483 1.687 0.171  -0.09
4 N -1.254 -0.418 -0.229  -0.09
5 N -2.213 0.425 -0.314  -0.18
6 O 1.131 -1.828 0.248  -0.45
7 P 1.494 -0.317 0.741  0.51
8 Cl 3.009 0.234 -0.669  0.02
9 H 0.145 -1.896 0.059  0.03

Atoms 1-2, force components in eV/Å:
-1.88 -3.56 -0.37
-1.42 1.91 -0.07

***

The following is a DFT calculation (ωB97M-V/def2-TZVPD) of C37H45BCl4N12O3PRbSe as an isolated structure.

As for the net charge: -2. As for the energy above the lowest of the compared OMol25 structures with the same formula, charge and spin: 4.7 kcal per mole. The calculation puts the electronic energy at -6952.472852 hartree. Its gap between HOMO and LUMO is 4.33 eV.

Last column: Löwdin charge in e.
CARTESIAN COORDINATES (ANGSTROEM)
1 Rb 0.124 -0.625 -0.165  0.64
2 C -0.713 -4.564 1.123  0.00
3 C -0.863 -3.287 1.907  -0.55
4 O 0.091 -2.575 2.203  -0.04
5 N -2.138 -2.976 2.260  0.08
6 C -2.464 -1.716 2.910  -0.12
7 C -3.322 -0.848 2.028  -0.27
8 C -4.708 -0.896 2.101  -0.03
9 C -5.458 -0.124 1.224  -0.06
10 C -4.796 0.664 0.303  -0.06
11 C -3.408 0.627 0.286  -0.15
12 N -2.680 -0.090 1.136  0.12
13 H 0.346 -4.753 0.962  0.08
14 H -1.209 -4.417 0.160  0.05
15 H -1.177 -5.400 1.650  0.08
16 H -2.872 -3.447 1.748  0.08
17 H -1.524 -1.203 3.113  0.09
18 H -2.976 -1.908 3.858  0.11
19 H -5.186 -1.548 2.822  0.11
20 H -6.540 -0.166 1.236  0.11
21 H -5.331 1.248 -0.434  0.10
22 H -2.852 1.162 -0.476  0.09
23 N -0.209 -3.087 -3.268  0.20
24 C 1.103 -2.930 -3.196  -0.43
25 N 1.845 -3.052 -4.319  0.16
26 C 3.144 -2.894 -4.132  -0.48
27 N 3.952 -3.024 -5.240  0.12
28 N 3.769 -2.653 -2.975  0.16
29 C 2.935 -2.550 -1.934  -0.29
30 N 1.626 -2.665 -1.976  0.15
31 C 3.548 -2.262 -0.598  -0.22
32 C 4.851 -1.792 -0.497  -0.02
33 C 5.351 -1.505 0.761  -0.08
34 C 4.546 -1.725 1.867  -0.06
35 C 3.260 -2.210 1.666  -0.15
36 N 2.765 -2.463 0.461  0.11
37 H -0.619 -3.149 -4.183  0.11
38 H -0.808 -2.892 -2.436  0.06
39 H 3.475 -2.878 -6.114  0.08
40 H 4.851 -2.582 -5.145  0.08
41 H 5.428 -1.621 -1.394  0.11
42 H 6.337 -1.076 0.873  0.10
43 H 4.894 -1.497 2.867  0.10
44 H 2.575 -2.386 2.490  0.10
45 Cl -6.865 -0.198 -2.873  0.58
46 C -5.386 -0.970 -2.369  -0.76
47 C -5.426 -2.135 -1.646  -0.75
48 Cl -6.945 -2.887 -1.244  0.57
49 C -4.210 -2.715 -1.221  -0.59
50 Cl -4.249 -4.206 -0.296  0.65
51 C -2.951 -2.172 -1.487  -0.43
52 O -1.847 -2.697 -1.093  -0.21
53 C -2.910 -0.886 -2.209  -0.49
54 O -1.801 -0.296 -2.363  -0.19
55 C -4.145 -0.365 -2.642  -0.63
56 Cl -4.099 1.215 -3.389  0.64
57 C -2.586 3.835 1.844  -0.14
58 C -2.260 4.023 0.360  -0.55
59 C -2.817 5.340 -0.183  -0.11
60 P -0.475 3.538 0.118  1.09
61 C 0.532 4.745 1.125  -0.55
62 C 2.001 4.575 0.725  -0.13
63 C 0.154 6.224 1.209  -0.12
64 C -0.084 3.889 -1.665  -0.55
65 C 0.056 5.330 -2.158  -0.12
66 C -1.080 3.110 -2.533  -0.13
67 H -3.663 3.919 2.014  0.08
68 H -2.091 4.590 2.464  0.06
69 H -2.269 2.849 2.192  0.04
70 H -2.785 3.227 -0.175  0.07
71 H -2.288 6.215 0.189  0.05
72 H -3.868 5.436 0.111  0.07
73 H -2.785 5.364 -1.272  0.05
74 H 0.432 4.337 2.137  0.07
75 H 2.210 5.052 -0.235  0.07
76 H 2.281 3.525 0.633  0.03
77 H 2.657 5.035 1.469  0.08
78 H 0.127 6.701 0.229  0.06
79 H 0.895 6.754 1.818  0.07
80 H -0.818 6.367 1.682  0.05
81 H 0.894 3.407 -1.780  0.10
82 H -0.866 5.899 -2.042  0.06
83 H 0.306 5.325 -3.224  0.07
84 H 0.851 5.868 -1.641  0.05
85 H -2.076 3.559 -2.494  0.05
86 H -1.186 2.060 -2.247  0.04
87 H -0.757 3.127 -3.577  0.08
88 B 5.339 1.982 0.536  -0.48
89 C 3.889 1.469 0.131  -0.30
90 N 2.804 1.129 -0.088  0.08
91 H 5.529 1.658 1.702  -0.01
92 H 6.171 1.456 -0.182  -0.01
93 H 5.362 3.194 0.421  -0.01
94 Se -1.577 2.985 5.457  1.05
95 N 0.054 3.665 5.206  -0.24
96 C 0.678 2.818 4.420  -0.42
97 C 2.028 2.961 3.956  -0.02
98 C 2.509 2.001 3.145  -0.02
99 C 1.673 0.875 2.781  -0.12
100 N 0.454 0.685 3.164  0.15
101 C -0.072 1.647 3.992  -0.45
102 N -1.303 1.557 4.444  -0.22
103 H 2.604 3.829 4.247  0.12
104 H 3.507 2.043 2.723  0.08
105 H 2.107 0.132 2.123  0.06

Atoms 1-2, force components in eV/Å:
-0.16 -0.06 -0.05
0.03 0.03 -0.03

***

The following is a DFT calculation (ωB97M-V/def2-TZVPD) of C6H18AgFO6 as an isolated structure at a distorted geometry.

As for the energy above the lowest of the compared OMol25 structures with the same formula, charge and spin: 13.2 kcal per mole. The calculation puts the electronic energy at -937.594776 hartree. Its gap between HOMO and LUMO is 6.76 eV.

Last column: Löwdin charge in e.
CARTESIAN COORDINATES (ANGSTROEM)
1 Ag -1.982 -0.400 2.725  0.87
2 F -0.343 0.220 1.213  -0.50
3 C -1.842 1.258 -1.876  -0.24
4 C -1.585 2.624 -1.298  -0.25
5 O -1.674 2.642 0.127  -0.08
6 O -0.752 0.363 -1.683  -0.08
7 H -2.025 1.347 -2.947  0.12
8 H -2.719 0.816 -1.386  0.12
9 H -2.270 3.382 -1.687  0.12
10 H -0.603 3.022 -1.588  0.12
11 H -1.086 1.937 0.437  0.02
12 H -0.630 0.249 -0.729  0.02
13 C 2.249 2.467 1.027  -0.25
14 C 3.057 1.225 0.736  -0.25
15 O 2.374 0.285 -0.080  -0.06
16 O 1.285 2.285 2.056  -0.09
17 H 1.785 2.856 0.114  0.12
18 H 2.922 3.223 1.439  0.12
19 H 3.334 0.778 1.703  0.12
20 H 3.998 1.495 0.255  0.12
21 H 1.462 0.227 0.231  0.03
22 H 0.753 1.495 1.864  0.02
23 C -0.447 -2.681 -0.321  -0.26
24 C -0.682 -4.151 -0.500  -0.25
25 O -1.726 -4.636 0.343  -0.07
26 O 0.235 -2.455 0.923  -0.10
27 H -1.412 -2.166 -0.368  0.11
28 H 0.226 -2.333 -1.111  0.13
29 H 0.251 -4.690 -0.323  0.13
30 H -1.026 -4.271 -1.529  0.12
31 H -1.329 -4.921 1.170  0.08
32 H 0.202 -1.494 1.060  0.00

Atoms 1-2, force components in eV/Å:
0.91 0.25 -0.90
-0.80 -0.25 0.55

***

The following is a DFT calculation (ωB97M-V/def2-TZVPD) of one molecule with the formula C12H13OPS at a distorted geometry.

As for the energy above the lowest of the compared OMol25 structures with the same formula, charge and spin: 0.0 kcal per mole. The structure (SMILES) is C[P@](=O)(Cc1cccs1)c1ccccc1. The calculation puts the electronic energy at -1279.800033 hartree. Its gap between HOMO and LUMO is 8.97 eV.

Last column: Löwdin charge in e.
CARTESIAN COORDINATES (ANGSTROEM)
1 C -1.970 2.594 -0.169  -0.08
2 C -2.389 1.716 0.769  -0.10
3 C -1.106 2.050 -1.140  -0.06
4 C 2.929 1.332 -1.184  -0.17
5 C -2.055 0.358 0.751  -0.12
6 C -0.729 0.719 -1.099  -0.10
7 C 2.436 -0.042 -1.243  -0.14
8 C 2.705 1.899 0.048  -0.39
9 C -1.179 -0.139 -0.107  -0.30
10 C 2.016 -0.509 -0.025  -0.64
11 C -1.405 -2.737 1.483  -0.18
12 C 1.471 -1.775 0.305  -0.23
13 O -0.861 -2.739 -1.193  -0.36
14 P -0.590 -1.915 -0.023  0.75
15 S 2.057 0.761 1.215  1.00
16 H -2.367 3.558 -0.014  0.09
17 H -3.077 1.998 1.651  0.14
18 H -0.927 2.616 -2.058  0.11
19 H 3.348 1.855 -2.022  0.09
20 H -2.258 -0.137 1.683  0.09
21 H -0.239 0.302 -1.992  0.12
22 H 2.787 -0.681 -2.138  0.15
23 H 3.005 2.807 0.422  0.02
24 H -1.764 -2.204 2.303  -0.02
25 H -2.421 -3.136 1.059  0.08
26 H -0.731 -3.649 1.769  0.08
27 H 1.697 -2.567 -0.352  0.05
28 H 1.619 -2.338 1.299  0.11

Atoms 1-2, force components in eV/Å:
0.67 -1.28 -0.01
-2.08 -0.80 2.59

***

The following is a DFT calculation (ωB97M-V/def2-TZVPD) of C12H25ClNO2P2Ti as an isolated structure at a distorted geometry.

As for the net charge: +1. The calculation puts the electronic energy at -2669.579250 hartree. The multiplicity is 3. Its gap between HOMO and LUMO (spin up / spin down) is 7.57 / 7.95 eV.

Last column: Löwdin charge in e.
CARTESIAN COORDINATES (ANGSTROEM)
1 Ti -0.926 -0.434 -0.269  0.35
2 P 0.212 0.685 -2.191  0.82
3 C 0.575 -1.059 -2.681  -0.31
4 C 1.389 -1.748 -1.610  -0.31
5 N 1.012 -1.544 -0.315  0.02
6 C 1.623 -2.192 0.701  -0.29
7 C 2.702 -3.027 0.441  -0.01
8 C 3.092 -3.265 -0.874  -0.02
9 C 2.399 -2.640 -1.917  0.00
10 C 1.098 -1.966 2.089  -0.25
11 P -0.611 -1.302 2.125  0.84
12 H 2.581 -2.797 -2.985  0.13
13 H 3.223 -3.491 1.260  0.12
14 H 3.918 -3.925 -1.125  0.12
15 H 1.111 -2.889 2.665  0.10
16 H 1.733 -1.252 2.615  0.10
17 H -0.503 -1.570 -2.566  0.03
18 H 0.833 -1.205 -3.734  0.10
19 H -3.409 -2.805 0.357  0.11
20 O -1.478 -1.841 -1.623  -0.40
21 H -2.170 -2.123 -2.241  0.04
22 H -3.305 -0.912 -0.006  -0.08
23 O -3.856 -1.952 0.439  0.03
24 H -4.727 -2.021 0.059  0.12
25 C -1.549 -2.760 2.637  -0.27
26 H -1.214 -3.047 3.643  0.05
27 H -2.633 -2.578 2.674  0.04
28 H -1.335 -3.585 1.948  0.06
29 C -0.598 -0.316 3.666  -0.24
30 H -1.486 0.328 3.722  0.06
31 H -0.593 -0.977 4.546  0.06
32 H 0.291 0.326 3.703  0.05
33 C 1.833 1.413 -2.263  -0.24
34 H 2.162 1.385 -3.305  0.06
35 H 1.772 2.436 -1.883  0.05
36 H 2.514 0.840 -1.633  0.06
37 C -0.777 1.359 -3.552  -0.23
38 H -1.111 2.367 -3.248  0.06
39 H -0.125 1.409 -4.441  0.06
40 H -1.664 0.728 -3.738  0.06
41 Cl -3.110 0.658 -0.305  0.28
42 C -0.076 1.118 0.594  -0.22
43 H 0.151 2.020 0.003  -0.03
44 H 0.069 1.202 1.683  -0.04

Atoms 1-2, force components in eV/Å:
0.31 -1.38 -0.61
-0.81 -2.15 -0.61

***

The following is a DFT calculation (ωB97M-V/def2-TZVPD) of C3H4N2S2 as an isolated structure at a distorted geometry.

As for the energy above the lowest of the compared OMol25 structures with the same formula, charge and spin: 29.2 kcal per mole. The calculation puts the electronic energy at -1022.405682 hartree. The multiplicity is 3. Its gap between HOMO and LUMO (spin up / spin down) is 6.85 / 5.49 eV.

Last column: Löwdin charge in e.
CARTESIAN COORDINATES (ANGSTROEM)
1 C 0.821 -1.180 -0.330  -0.11
2 C 1.819 -0.127 -0.361  -0.19
3 C -0.326 -0.450 -0.338  -0.38
4 N 1.310 1.086 -0.466  0.02
5 N -0.039 0.908 -0.413  -0.08
6 S -3.186 0.866 -0.098  0.32
7 S -2.556 -1.028 -0.312  0.35
8 H 0.903 -2.306 -0.360  0.11
9 H 2.922 -0.251 -0.352  0.10
10 H -0.746 1.593 -0.577  0.06
11 H -3.247 1.223 1.135  -0.20

Atoms 1-2, force components in eV/Å:
1.16 0.04 0.12
0.78 -1.24 -0.42

***

The following is a DFT calculation (ωB97M-V/def2-TZVPD) of a 6-piece molecular cluster, C29H37N8O overall at a distorted geometry.

As for the net charge: +1. The calculation puts the electronic energy at -1640.105088 hartree. Its gap between HOMO and LUMO is 4.64 eV.

Last column: Löwdin charge in e.
CARTESIAN COORDINATES (ANGSTROEM)
1 N 4.095 1.110 -0.326  0.12
2 C 3.795 0.715 -1.489  -0.21
3 C 3.139 -0.632 -1.778  -0.10
4 C 1.897 -0.873 -0.977  -0.20
5 C 1.960 -0.968 0.428  0.04
6 C 0.863 -1.223 1.195  0.05
7 C -0.343 -1.339 0.481  0.03
8 N -0.288 -1.227 -0.831  -0.08
9 C -1.581 -1.310 -1.574  -0.01
10 C -1.780 0.134 -2.101  -0.31
11 C -2.412 1.081 -1.054  0.05
12 O -3.084 0.492 -2.308  -0.10
13 N 0.748 -0.998 -1.597  0.21
14 H 4.540 2.024 -0.394  0.07
15 H 4.048 1.344 -2.351  0.11
16 H 2.936 -0.795 -2.838  0.12
17 H 3.867 -1.404 -1.492  0.13
18 H 2.928 -0.829 0.899  0.13
19 H 0.898 -1.325 2.272  0.14
20 H -1.281 -1.508 0.989  0.15
21 H -1.499 -1.954 -2.448  0.15
22 H -2.420 -1.498 -0.913  0.12
23 H -1.013 0.557 -2.743  0.15
24 H -3.212 0.697 -0.420  0.12
25 H -2.592 2.117 -1.328  0.11
26 N 1.124 2.154 3.097  -0.01
27 C 1.361 1.704 4.371  -0.15
28 C 0.571 2.426 5.224  -0.10
29 C -0.176 3.344 4.437  -0.10
30 C 0.184 3.151 3.131  -0.14
31 H 1.570 1.809 2.268  0.12
32 H 2.070 0.915 4.559  0.10
33 H 0.531 2.313 6.294  0.09
34 H -0.894 4.063 4.792  0.09
35 H -0.144 3.635 2.226  0.10
36 N -0.941 3.113 9.420  0.00
37 C -1.520 3.658 8.306  -0.16
38 C -1.507 5.020 8.447  -0.11
39 C -0.891 5.309 9.695  -0.11
40 C -0.551 4.114 10.269  -0.14
41 H -0.820 2.132 9.589  0.14
42 H -1.891 3.031 7.512  0.10
43 H -1.895 5.731 7.737  0.09
44 H -0.717 6.283 10.120  0.09
45 H -0.069 3.889 11.205  0.11
46 N -2.986 -4.022 0.595  -0.02
47 C -3.039 -5.318 0.143  -0.14
48 C -4.289 -5.800 0.408  -0.09
49 C -5.025 -4.759 1.039  -0.09
50 C -4.199 -3.676 1.140  -0.14
51 H -2.187 -3.425 0.537  0.09
52 H -2.185 -5.778 -0.324  0.11
53 H -4.642 -6.790 0.175  0.10
54 H -6.046 -4.805 1.379  0.10
55 H -4.365 -2.693 1.550  0.10
56 N 6.088 -1.128 -3.976  -0.01
57 C 5.688 -0.136 -4.830  -0.16
58 C 5.857 -0.580 -6.111  -0.10
59 C 6.378 -1.902 -6.029  -0.10
60 C 6.507 -2.212 -4.701  -0.13
61 H 6.077 -1.065 -2.975  0.13
62 H 5.318 0.804 -4.453  0.09
63 H 5.633 -0.025 -7.007  0.10
64 H 6.628 -2.549 -6.853  0.10
65 H 6.859 -3.104 -4.212  0.11
66 N -3.160 0.029 -5.419  0.00
67 C -3.651 0.941 -6.313  -0.13
68 C -3.516 0.414 -7.570  -0.10
69 C -2.924 -0.869 -7.430  -0.11
70 C -2.719 -1.080 -6.093  -0.15
71 H -3.129 0.153 -4.424  0.10
72 H -4.053 1.882 -5.979  0.11
73 H -3.809 0.894 -8.488  0.09
74 H -2.678 -1.558 -8.221  0.09
75 H -2.298 -1.920 -5.565  0.10

Atoms 1-2, force components in eV/Å:
-0.38 -0.34 -0.15
0.25 0.51 -0.32

***

Which value of electronic energy does entry 2 give?
-6952.472852 hartree